No. 1
# C32H48O26V

A molecular structure, C32H48O26V (ωB97M-V/def2-TZVPD, the Open Molecules 2025 dataset).

Kohn-Sham gap = 4.321 eV
LUMO level = -7.69 eV
Electronic energy = -4148.0190 Ha
Net charge = +1

Positions of all 107 atoms, in Å:
V 1.624 1.472 -0.399
O 8.408 -2.313 -0.881
O 2.316 -4.798 -5.172
O 1.275 1.619 7.509
O 4.518 12.399 -1.276
O -5.595 -0.616 1.975
O 5.744 10.515 -0.985
O 0.177 -0.140 6.859
O 3.206 -6.183 -6.756
O -1.158 -5.356 2.853
O -3.682 0.614 1.623
O 3.820 10.373 -1.934
O 1.468 0.868 5.361
O 8.233 -1.267 -2.814
O -4.820 6.880 4.828
O 1.108 -6.102 -6.588
O -0.005 -3.720 1.608
O -4.189 -3.395 -5.270
O 1.204 1.005 -1.827
O -6.000 -4.722 -4.977
O -1.817 -4.935 0.738
O -4.140 4.834 5.412
O 1.715 3.080 -0.350
O -2.832 6.295 4.252
O 6.672 -0.820 -1.149
O -6.002 -2.539 -4.360
O -5.809 1.472 1.790
C -5.414 -3.638 -4.877
C -0.865 -4.631 1.708
C 0.993 0.810 6.484
C 2.756 -7.270 -7.535
C 2.265 -5.599 -6.122
C 7.718 -1.335 -1.552
C -6.977 -0.415 2.156
C 4.243 9.010 -1.881
C -2.980 7.529 3.563
C -2.739 -5.887 1.272
C 1.195 -7.210 -7.476
C 9.038 -2.430 -3.017
C -5.082 -1.479 -4.435
C 5.643 8.241 -0.038
C -2.959 -1.498 -5.852
C 0.567 1.236 8.647
C -4.375 7.888 3.972
C -7.072 1.147 2.220
C -3.808 -2.168 -4.748
C 10.345 -2.024 -3.638
C -2.102 -6.367 2.567
C -3.168 -6.285 3.712
C -2.714 7.377 2.058
C 4.656 11.205 -1.406
C 0.467 -6.891 -8.815
C -4.889 0.522 1.830
C -7.422 -1.196 3.331
C -3.930 5.921 4.921
C 0.013 -0.103 8.208
C 5.633 9.104 -1.240
C 0.760 -1.281 8.878
C 9.168 -3.169 -1.722
H -6.839 -1.067 4.244
H 1.173 1.164 9.551
H -2.791 -6.794 4.599
H -2.820 -0.440 -5.631
H -3.507 -1.598 -6.790
H 0.739 -5.918 -9.226
H -3.282 6.504 1.738
H 10.677 -1.071 -3.225
H -5.389 -0.817 -5.245
H -4.031 -6.887 3.423
H 4.303 8.583 -2.882
H -7.525 -0.748 1.275
H -7.311 1.623 3.171
H -2.780 -6.780 0.649
H -1.741 -7.383 2.408
H 0.374 -2.189 8.415
H -2.020 -2.022 -6.030
H -3.234 -2.309 -3.832
H -2.267 8.221 4.012
H -1.666 7.284 1.773
H 3.133 -8.230 -7.184
H 8.428 -3.084 -3.640
H 3.160 -7.173 -8.543
H -5.009 7.999 3.092
H 0.564 -1.278 9.950
H -4.844 -0.893 -3.547
H -3.566 -5.305 3.974
H 0.652 -7.653 -9.572
H -8.443 -0.906 3.579
H -3.147 8.228 1.532
H -0.210 1.980 8.822
H 1.819 -1.349 8.628
H 6.635 8.319 0.407
H 0.894 -8.158 -7.029
H -4.418 8.826 4.524
H 8.712 -4.160 -1.712
H -7.378 -2.279 3.214
H -0.616 -6.867 -8.700
H 4.906 8.555 0.702
H 3.529 8.392 -1.337
H 5.440 7.213 -0.339
H -3.754 -5.490 1.308
H 10.155 -1.835 -4.694
H 6.374 8.913 -2.017
H 11.132 -2.774 -3.569
H -7.757 1.480 1.440
H 10.190 -3.251 -1.352
H -1.050 -0.211 8.425

Löwdin population analysis, charges in e, atoms 1 to 2:
1. V 1.36
2. O 0.04

---

No. 2
# C20H60O17

10 unconnected molecules or ions with the total composition C20H60O17 (ωB97M-V/def2-TZVPD, the Open Molecules 2025 dataset).

Kohn-Sham gap = 9.645 eV
LUMO level = -0.05 eV
Electronic energy = -2076.9333 Ha
SMILES = OCCO.OCCO.OCCO.OCCO.OCCO.OCCO.OCCO.CCO.CCO.CCO
Net charge = 0
Relative energy (zero: lowest compared OMol25 entry of this formula, charge and spin) = 77.2 kJ/mol

Positions of all 97 atoms, in Å:
O 4.656 -0.484 4.214
O -1.522 1.311 0.027
O -2.809 2.314 -2.279
O 5.230 -3.330 0.226
O -3.563 -2.229 1.458
O -4.386 -0.147 3.464
O 2.453 -2.282 2.959
O -4.755 -1.399 -0.985
O -1.604 -4.270 1.569
O 0.693 0.112 -5.815
O 4.000 -1.294 -1.437
O 4.762 1.284 -0.468
O -1.070 5.146 4.137
O 1.632 1.363 -3.477
O -6.161 3.452 -3.097
O 1.171 -4.860 0.368
O -0.454 3.889 0.775
C -0.349 0.621 -0.404
C 2.476 0.581 -4.331
C 3.335 -1.920 -0.342
C 0.725 -4.865 1.714
C -4.150 2.224 -2.730
C 1.637 -0.519 -4.942
C -0.307 -3.785 1.905
C 3.469 -0.101 3.482
C -3.551 0.044 2.335
C -0.731 3.719 2.165
C 2.333 -1.083 3.728
C -2.725 -1.186 1.944
C 3.846 -3.310 -0.078
C 0.607 0.408 0.741
C -4.492 -1.738 -2.360
C -0.576 5.097 2.784
C -3.016 -1.941 -2.467
C -4.754 3.615 -2.858
C 3.617 2.839 0.906
C 3.764 2.306 -0.504
H -4.570 4.143 -1.916
H 0.473 5.370 2.840
H -0.013 -0.514 -6.000
H 2.797 1.848 -0.743
H -2.730 -2.518 -3.346
H -1.777 3.398 2.279
H 2.347 -1.361 4.789
H 1.653 -5.645 0.102
H -4.186 0.249 1.466
H -4.341 4.219 -3.673
H -1.968 4.803 4.143
H 3.288 -2.680 3.232
H -4.751 1.612 -2.056
H 3.463 -1.270 0.524
H -0.697 3.050 0.345
H -0.244 -3.434 2.938
H 4.468 0.521 -0.982
H -6.509 4.330 -3.283
H 5.739 -2.711 -0.307
H 3.015 1.190 -5.058
H -4.849 -0.922 -2.995
H -0.673 -0.348 -0.806
H -2.020 1.630 -0.746
H 1.431 -0.235 0.429
H -2.509 -0.977 -2.403
H -1.200 5.798 2.234
H 0.145 -0.162 1.550
H 3.653 -3.946 -0.958
H 4.080 -1.916 -2.169
H 0.348 -5.835 2.053
H -4.242 1.673 -3.675
H 1.592 -4.677 2.356
H -5.048 -2.655 -2.574
H 3.192 0.899 3.809
H 1.009 1.346 1.123
H 3.359 -3.843 0.734
H 0.817 1.498 -3.979
H -0.103 2.936 2.600
H -2.213 -3.507 1.535
H -2.900 0.919 2.460
H -5.683 -1.260 -0.776
H 3.745 -0.080 2.424
H 1.362 -0.619 3.550
H 2.298 -1.136 -5.563
H -0.106 -2.989 1.180
H 4.990 -1.261 3.752
H 3.214 0.126 -3.668
H 0.124 1.126 -1.252
H -2.267 2.680 -2.985
H 3.396 2.054 1.631
H -1.964 -0.929 1.202
H 2.262 -1.928 -0.559
H 1.154 -1.116 -4.170
H 4.529 3.307 1.291
H -2.682 -2.538 -1.614
H -3.813 -0.537 4.139
H 3.999 3.051 -1.264
H -4.012 -1.856 0.676
H 2.846 3.608 1.009
H -2.148 -1.562 2.799

Löwdin population analysis, charges in e, atoms 1 to 2:
1. O -0.06
2. O -0.10

---

No. 3
# C8H23N4

2 unconnected molecules or ions with the total composition C8H23N4 (ωB97M-V/def2-TZVPD, the Open Molecules 2025 dataset).

Kohn-Sham gap = 9.482 eV
LUMO level = -2.67 eV
Electronic energy = -537.2846 Ha
Net charge = +1
Relative energy (zero: lowest compared OMol25 entry of this formula, charge and spin) = 81.8 kJ/mol

Positions of all 35 atoms, in Å:
N -2.173 0.397 0.207
N 0.844 1.202 -0.353
N -0.734 -1.833 -0.058
N 1.301 -2.873 -0.012
C 0.536 -1.787 -0.006
C 0.874 -0.249 1.746
C -2.826 0.313 -1.087
C 0.432 1.079 -1.725
C 1.843 2.168 -0.248
C 2.686 -0.343 -0.109
C -3.134 0.356 1.412
C 1.217 -0.279 0.308
H 2.247 -2.822 -0.226
H 3.230 -1.291 0.142
H -2.587 0.855 2.207
H -4.010 0.873 1.021
H -1.537 1.149 0.348
H 3.312 0.488 0.287
H -1.898 0.475 -1.840
H -1.410 -2.603 0.001
H 2.050 2.365 0.860
H -3.717 1.026 -1.264
H 2.779 -0.133 -1.218
H 2.691 2.106 -0.864
H 1.302 0.719 -2.252
H -3.272 -0.639 1.610
H 1.337 3.087 -0.395
H 0.891 -3.748 -0.231
H 1.451 -1.000 2.231
H -1.090 -0.857 0.222
H -0.081 -0.560 2.096
H -3.199 -0.648 -1.228
H -0.323 0.282 -1.767
H 0.988 0.718 2.301
H -0.022 2.009 -2.117

Löwdin population analysis, charges in e, atoms 1 to 2:
1. N -0.22
2. N -0.22